#P
ORCA calculation (wB97M-V/def2-TZVPD) on a gas-phase ion, C5H12N (charge +1).

Last column: Löwdin charge in e.
Geometry (Å):
C 1.267 -1.265 0.322  -0.04
C -0.143 -0.713 0.359  -0.32
C -0.280 0.761 0.022  -0.18
C -0.045 0.996 -1.448  -0.18
C -0.484 1.989 -2.203  0.04
N -0.647 -0.896 1.820  0.22
H 2.032 -0.590 0.718  0.10
H 1.330 -2.188 0.899  0.09
H 1.545 -1.473 -0.709  0.10
H -0.810 -1.314 -0.251  0.16
H 0.426 1.320 0.647  0.13
H -1.263 1.152 0.293  0.12
H 0.608 0.253 -1.903  0.10
H -0.285 1.961 -3.262  0.07
H -0.999 2.830 -1.748  0.08
H -1.307 -0.166 2.094  0.16
H 0.147 -0.845 2.461  0.17
H -1.092 -1.811 1.890  0.17

Orbital gap   9.79 eV
Total charge   +1

#Q
ORCA calculation (wB97M-V/def2-TZVPD) on a gas-phase ion, C5H12N (charge +1).

Last column: Löwdin charge in e.
Geometry (Å):
C 1.588 1.237 -0.052  0.10
C 1.639 0.253 0.985  -0.21
C 0.322 -0.665 0.758  -0.07
C -1.809 0.537 -0.579  -0.02
C -1.104 -0.086 0.691  -0.21
N 0.452 -1.430 -0.552  0.16
H 0.967 2.004 0.026  0.04
H 2.082 1.083 -0.928  0.05
H 2.533 -0.535 0.900  0.17
H 1.423 0.562 1.931  0.08
H -1.070 1.222 -0.877  0.06
H -2.641 0.914 -0.144  0.06
H -1.982 -0.233 -1.293  0.07
H -1.688 -0.845 1.112  0.09
H -1.276 0.540 1.543  0.11
H 0.389 -2.475 -0.327  0.20
H 1.370 -1.267 -1.030  0.17
H -0.297 -1.193 -1.238  0.14

Orbital gap (spin up / spin down)   7.95 / 9.11 eV
Total charge   +1

According to the calculations, the structures order from most to least stable as #P, #Q.

#P
ORCA calculation (wB97M-V/def2-TZVPD) on C8H14N2 in the gas phase.

Last column: Löwdin charge in e.
Geometry (Å):
C 2.207 0.766 0.707  -0.08
C 2.873 0.021 -0.240  -0.22
C 0.750 0.866 0.943  -0.23
C -2.352 -0.353 -0.955  -0.09
C -2.401 -1.249 0.232  -0.09
C -0.167 -0.069 0.296  -0.04
C -1.607 0.054 0.315  -0.49
C -2.215 1.157 1.152  -0.04
N 2.317 -0.817 -1.080  -0.06
N 3.127 -1.459 -1.960  0.00
H 2.809 1.405 1.336  0.09
H 3.963 0.172 -0.294  0.11
H 0.590 0.840 2.030  0.13
H 0.451 1.888 0.663  0.13
H -1.756 -0.661 -1.799  0.10
H -3.239 0.209 -1.212  0.10
H -3.315 -1.296 0.802  0.10
H -1.841 -2.170 0.211  0.10
H 0.270 -0.846 -0.308  0.08
H -1.818 2.131 0.872  0.08
H -1.998 0.995 2.209  0.09
H -3.294 1.183 1.023  0.08
H 2.619 -1.750 -2.784  0.08
H 4.027 -1.018 -2.159  0.08

Orbital gap (spin up / spin down)   6.65 / 8.24 eV

#Q
ORCA calculation (wB97M-V/def2-TZVPD) on 2 unconnected molecules or ions with the total composition C8H14N2.

Last column: Löwdin charge in e.
Geometry (Å):
C 2.099 -0.410 0.422  -0.14
C -0.524 0.760 1.257  -0.25
C 2.755 0.511 2.531  -0.06
C 2.625 -1.209 -0.719  -0.08
C -2.759 0.861 0.349  -0.06
C -1.185 -0.969 -0.184  -0.07
C -0.679 1.288 -1.137  -0.04
C -1.264 0.544 0.059  -0.65
N 2.612 0.103 1.351  -0.04
N -0.039 0.964 2.253  0.20
H 2.614 -0.204 3.309  0.06
H 2.991 1.510 2.866  0.07
H 2.478 -2.239 -0.421  0.08
H 3.628 -1.078 -0.952  0.03
H 2.111 -0.933 -1.717  0.10
H -2.883 1.995 0.074  0.10
H -3.456 0.251 -0.343  0.10
H -2.976 0.624 1.484  0.12
H -1.544 -1.413 -1.192  0.12
H -1.802 -1.463 0.541  0.07
H -0.058 -1.108 -0.114  0.06
H -1.300 0.932 -1.877  0.04
H 0.410 0.953 -1.300  0.09
H -0.800 2.489 -1.059  0.14

Orbital gap   8.11 eV

According to the calculations, the structures order from most to least stable as #Q, #P.